(1)
Density functional theory data (ωB97M-V with the def2-TZVPD basis set) for C25H43F3O3P2SSc as an isolated structure.

Total energy, Eh: -3344.8607
Frontier orbital gap (spin up / spin down), hartree: 0.1529 / 0.1501
Charge: +1
E_HOMO (spin up / spin down), eV: -9.1 / -9.1

Atoms and positions in Å:
Sc: -0.4740 1.8804 -1.9482
C: -0.5543 -2.7085 2.6057
C: 0.7520 -2.6362 2.0516
C: 0.6257 -1.1039 3.7642
C: -0.6281 -1.7714 3.6781
C: 1.4762 -1.6284 2.7507
C: -1.6779 -3.5281 2.1171
H: -1.3106 -4.3947 1.5577
H: -2.3326 -2.9419 1.4527
H: -2.2895 -3.8825 2.9538
C: -1.8122 -1.4840 4.4992
H: -2.4967 -2.3429 4.5035
H: -2.3665 -0.6147 4.1068
H: -1.5187 -1.2557 5.5336
C: 0.9356 0.0024 4.6833
H: 0.5442 -0.2044 5.6853
H: 0.4772 0.9405 4.3355
H: 2.0160 0.1575 4.7501
C: 2.8297 -1.1335 2.4405
H: 3.4183 -0.9965 3.3580
H: 2.7955 -0.1534 1.9262
H: 3.3604 -1.8344 1.7833
C: 1.2834 -3.4593 0.9431
H: 1.9326 -4.2647 1.3221
H: 1.8865 -2.8520 0.2539
H: 0.4683 -3.9280 0.3808
C: -2.0499 1.2075 -3.0424
C: -2.1108 -0.2585 -2.9262
C: -1.0127 -1.0852 -3.6201
C: 0.3375 -1.0953 -2.8875
C: 0.8271 0.2930 -2.5288
C: 0.8936 1.3450 -3.4504
C: 0.0054 1.5322 -4.6586
C: -1.5199 1.7694 -4.3592
H: -0.8707 -0.7659 -4.6650
H: 1.0799 -1.6123 -3.5303
H: -1.3646 -2.1245 -3.7052
H: -2.0968 1.3310 -5.1918
H: -2.9443 1.7334 -2.6725
H: -3.0773 -0.5585 -3.3877
H: -1.7136 2.8562 -4.4224
H: 0.3791 2.4149 -5.1988
H: 1.7115 2.0751 -3.3728
H: 0.0980 0.7173 -5.3965
H: 0.2551 -1.7220 -1.9829
H: 1.5229 0.2912 -1.6734
P: -2.8662 -1.5165 -1.3666
P: 3.6764 2.1360 0.8304
C: 1.1984 2.6533 -0.3624
C: 2.6693 2.7054 -0.6812
H: 1.0542 2.1517 0.6017
H: 0.7293 3.6515 -0.3047
H: 2.9565 2.0474 -1.5195
H: 2.9999 3.7262 -0.9013
C: 4.2161 3.7779 1.4464
H: 5.1476 3.6242 2.0032
H: 3.4511 4.1581 2.1358
H: 4.3680 4.4841 0.6221
C: 5.1784 1.6037 -0.0781
H: 5.7200 2.4649 -0.4891
H: 4.8974 0.9032 -0.8748
H: 5.8024 1.0744 0.6537
C: -4.4710 -0.6717 -1.1793
H: -5.2363 -1.4311 -0.9705
H: -4.7320 -0.1168 -2.0900
H: -4.3897 0.0205 -0.3319
C: -3.4142 -3.0802 -2.1351
H: -2.9979 -3.8602 -1.4776
H: -3.0027 -3.2187 -3.1417
H: -4.5085 -3.1619 -2.1430
F: -3.2083 2.8175 1.9516
C: -1.9520 2.3759 2.1854
F: -1.0678 3.3891 2.0142
F: -1.8719 1.9616 3.4769
S: -1.5617 0.9656 1.0275
O: -2.5669 -0.0289 1.3420
O: -1.7306 1.5968 -0.3186
O: -0.1774 0.5916 1.2586



(2)
Density functional theory data (ωB97M-V with the def2-TZVPD basis set) for C25H43KN2O4SSi as an isolated structure.

Total energy, Eh: -2676.3870
Frontier orbital gap, hartree: 0.2141
E_HOMO, eV: -5.7

Atoms and positions in Å:
K: 9.0680 12.4451 8.6441
C: 6.3357 14.3018 6.4380
O: 7.2789 14.5719 7.4416
C: 8.1215 15.6910 7.1742
C: 9.1316 15.4561 6.0770
O: 9.9343 14.3672 6.5200
C: 10.8066 13.7817 5.5564
C: 11.3370 12.4483 6.1028
O: 10.2464 11.5718 6.2644
C: 10.6417 10.2714 6.6814
H: 5.6572 15.1608 6.3520
H: 5.7923 13.4022 6.7504
H: 6.7740 14.1287 5.4441
H: 8.6016 15.8976 8.1213
H: 7.4961 16.5713 6.9230
H: 9.7626 16.3489 5.8930
H: 8.6698 15.2176 5.0983
H: 11.6341 14.4528 5.3388
H: 10.2846 13.5946 4.6317
H: 11.8609 12.5734 7.0938
H: 12.0570 12.0080 5.3881
H: 11.1275 10.2024 7.6428
H: 11.3140 9.7357 5.9730
H: 9.7122 9.6976 6.6343
C: 9.6534 21.0447 13.2052
C: 8.5035 20.7463 12.2672
N: 8.8256 19.6426 11.3313
C: 7.9510 18.6135 11.0288
S: 7.8188 18.0745 9.4439
N: 7.2420 17.9903 12.0100
C: 7.6255 17.8190 13.4007
C: 6.4376 17.9403 14.3120
H: 9.3670 21.8994 13.8263
H: 10.5909 21.3246 12.6967
H: 9.8737 20.2093 13.8909
H: 8.3150 21.6017 11.6503
H: 7.6244 20.4680 12.8002
H: 9.2754 19.9311 10.4735
H: 6.6527 17.2528 11.6008
H: 8.3683 18.5671 13.6115
H: 8.1300 16.8598 13.4942
H: 6.0072 18.9626 14.3023
H: 6.6413 17.6619 15.3555
H: 5.6203 17.3103 13.9608
C: 8.2701 12.8955 12.4030
C: 9.2383 14.0581 12.6556
O: 10.1037 14.1849 11.5702
H: 7.5846 12.7031 13.2281
H: 8.8368 11.9699 12.2514
H: 7.6691 13.0731 11.4807
H: 9.7767 13.9194 13.5737
H: 8.6899 14.9678 12.6769
H: 10.7457 13.4758 11.6024
C: 12.9087 10.6029 15.0005
C: 13.5146 11.4697 14.1334
C: 13.0690 11.6073 12.8234
C: 11.9827 10.8949 12.3181
C: 11.3669 10.0000 13.2502
C: 11.8157 9.8706 14.5541
Si: 11.3930 11.0352 10.5104
C: 12.7751 10.1331 9.4435
C: 13.9068 10.8105 9.0443
C: 14.8577 10.1934 8.2547
C: 14.6771 8.9031 7.8185
C: 13.5278 8.2257 8.1736
C: 12.6281 8.7974 9.0491
H: 13.2610 10.5121 15.9996
H: 14.3104 12.1217 14.5208
H: 13.6316 12.3084 12.2162
H: 10.5113 9.4716 12.8494
H: 11.2464 9.1922 15.2177
H: 11.6281 12.5955 9.7345
H: 14.1112 11.8331 9.3828
H: 15.7902 10.6660 7.9666
H: 15.4087 8.4292 7.1805
H: 13.3806 7.1926 7.8824
H: 11.7019 8.2938 9.3855